C31H46P2Tl as an isolated structure, computed with ωB97M-V/def2-TZVPD.

The geometry in XYZ format:
```
80
Properties=species:S:1:pos:R:3:forces:R:3
Tl -0.136 -0.200 1.607 -1.3 -2.6 2.4
C -2.212 -1.429 3.241 1.1 -0.6 -0.6
C -1.830 -2.529 2.410 0.8 0.6 0.8
C 0.040 -1.877 3.629 -0.2 0.6 -1.5
C -1.059 -1.011 3.988 -0.3 0.2 -1.4
C -0.438 -2.793 2.628 -1.0 1.0 -0.1
C -3.554 -0.810 3.306 -0.5 0.0 0.3
H -4.090 -0.893 2.353 0.0 0.0 0.2
H -3.487 0.250 3.574 -0.2 -0.1 0.0
H -4.170 -1.309 4.071 0.0 0.2 -0.2
C -0.946 0.182 4.856 0.0 0.2 0.7
H -1.837 0.815 4.759 0.2 -0.1 0.2
H -0.074 0.784 4.563 -0.2 -0.1 0.3
H -0.826 -0.096 5.917 0.0 0.2 -0.3
C 1.437 -1.732 4.098 0.5 -0.2 0.4
H 1.600 -2.177 5.097 0.0 0.2 -0.3
H 1.712 -0.670 4.139 0.0 -0.3 0.2
H 2.128 -2.218 3.396 -0.1 0.1 0.3
C 0.396 -3.784 1.917 0.3 -0.6 0.1
H 0.405 -4.742 2.458 0.1 0.1 -0.3
H 1.431 -3.433 1.839 -0.1 -0.2 0.0
H 0.026 -3.977 0.905 0.0 -0.1 0.1
C -2.699 -3.226 1.430 -0.4 -0.5 -0.1
H -3.085 -4.176 1.841 0.1 0.3 -0.3
H -2.151 -3.467 0.507 -0.2 -0.1 0.1
H -3.568 -2.612 1.155 0.1 -0.2 0.1
C -1.202 1.603 0.381 -1.1 0.2 -0.4
C -2.319 0.800 0.415 0.8 0.8 -0.1
C -2.707 -0.135 -0.673 -0.5 -0.8 -0.3
C -1.597 -0.870 -1.482 -0.8 0.0 -0.7
C -0.414 -1.424 -0.769 0.9 0.4 0.2
C 0.740 -0.703 -0.567 -0.5 -0.4 -0.9
C 0.919 0.742 -0.973 0.4 0.4 -0.2
C -0.274 1.729 -0.810 0.2 0.6 -0.3
H -3.283 0.399 -1.459 0.1 -0.1 0.6
H -1.300 -0.217 -2.324 0.2 -0.5 0.4
H -3.390 -0.886 -0.232 0.3 0.4 -0.3
H -0.839 1.768 -1.760 0.0 -0.1 0.6
H -1.048 2.352 1.169 -0.2 -0.4 -0.2
H -3.040 0.889 1.234 0.4 0.1 -0.1
H 0.212 2.716 -0.699 -0.3 -0.4 -0.2
H 1.749 1.126 -0.358 -0.2 -0.1 -0.5
H 1.646 -1.182 -0.173 -0.4 -0.1 -0.2
H 1.198 0.831 -2.044 0.1 -0.4 0.5
H -2.122 -1.735 -1.927 0.3 0.4 0.0
H -0.447 -2.487 -0.519 0.2 0.4 0.1
P -0.769 0.837 -4.992 0.0 0.8 -0.8
C -0.849 2.683 -5.005 -0.1 -0.1 0.2
C -2.147 0.535 -6.185 -0.1 -0.1 0.4
P 1.513 -0.945 -5.766 0.4 0.3 -0.9
C 0.649 0.654 -6.182 -0.1 -0.4 0.5
C 1.005 -1.913 -7.254 0.0 -0.2 0.3
C 3.188 -0.469 -6.381 0.0 -0.2 0.3
H 0.021 3.069 -4.459 -0.2 0.1 -0.1
H -1.764 2.996 -4.486 0.2 0.1 -0.1
H -0.849 3.075 -6.032 0.0 0.0 0.3
H -2.053 1.176 -7.071 0.0 -0.2 0.2
H -3.083 0.764 -5.660 0.1 -0.1 -0.3
H -2.152 -0.522 -6.478 -0.1 0.2 0.0
H 3.153 -0.080 -7.406 0.0 -0.1 0.2
H 3.826 -1.360 -6.340 0.0 0.3 -0.1
H 3.595 0.291 -5.704 0.1 -0.1 -0.2
H 1.368 1.473 -6.011 -0.3 -0.2 -0.1
H 0.288 0.660 -7.227 0.3 0.2 0.4
H 1.602 -2.834 -7.261 -0.2 0.1 -0.1
H 1.179 -1.350 -8.180 -0.1 -0.1 0.2
H -0.055 -2.177 -7.160 0.2 -0.1 -0.2
C 1.340 1.110 2.054 1.6 1.4 2.3
C 1.759 1.545 3.138 -0.5 -0.3 -2.6
C 2.379 2.225 4.194 0.7 0.7 1.0
C 3.606 1.749 4.692 -0.2 0.0 0.2
C 4.177 2.348 5.812 -0.2 0.5 0.1
C 3.539 3.466 6.397 -0.2 -0.2 -0.2
C 2.345 3.992 5.852 0.5 -0.2 0.1
C 1.782 3.382 4.733 0.1 -0.2 0.2
H 4.083 0.911 4.179 -0.1 0.2 0.3
H 5.111 1.947 6.233 -0.5 0.3 -0.2
H 3.979 3.935 7.287 -0.2 -0.2 -0.5
H 1.857 4.871 6.303 0.4 -0.5 -0.3
H 0.882 3.773 4.251 0.2 -0.1 0.3
```
Positions in Å, forces in eV/Å.

Values from the calculation:
E_LUMO	-4.01	eV
net charge	+1
Kohn-Sham gap	5.72	eV
maximum force	3.73	eV/A
HOMO	-9.73	eV
spin multiplicity	1

=====

C29H67NO19P4 as an isolated structure, computed with ωB97M-V/def2-TZVPD.

The geometry in XYZ format:
```
120
Properties=species:S:1:pos:R:3:forces:R:3
C -1.367 0.660 -0.949 -0.2 -0.7 0.1
C -0.989 0.733 0.454 0.6 0.2 1.5
N -0.704 0.777 1.576 -0.5 0.1 -1.4
H -0.515 0.450 -1.595 0.2 0.2 0.2
H -1.905 1.559 -1.248 0.0 0.0 0.0
H -2.004 -0.219 -1.050 -0.4 0.1 -0.1
C -0.478 -3.587 -4.103 -1.0 0.1 -0.3
C -1.982 -3.178 -4.229 1.7 0.1 -0.1
O -2.321 -2.750 -2.916 -1.8 -0.4 0.8
P -3.818 -2.501 -2.373 0.2 0.2 0.3
O -4.329 -1.121 -2.709 0.6 -2.4 0.4
O -4.648 -3.808 -2.883 1.5 1.7 -0.3
C -5.717 -4.349 -2.133 -1.7 -1.7 -0.3
C -6.545 -5.393 -3.004 0.1 1.7 0.4
O -3.634 -2.744 -0.793 -0.2 0.4 -0.4
C -2.690 -3.619 -0.173 3.2 -0.8 0.5
C -2.377 -3.385 1.336 -1.9 0.9 -1.0
H 0.099 -2.725 -3.768 0.1 0.1 -0.4
H -0.302 -4.337 -3.331 -0.5 -0.1 0.0
H -0.138 -4.029 -5.040 0.2 0.4 -0.1
H -2.137 -2.300 -4.857 0.4 0.0 -0.4
H -2.585 -3.963 -4.685 -0.2 -0.2 0.7
H -5.359 -4.882 -1.252 0.4 0.1 0.0
H -6.384 -3.563 -1.780 0.0 0.1 -0.1
H -7.230 -4.859 -3.663 0.1 0.2 -0.1
H -5.956 -6.034 -3.660 0.2 -0.1 0.5
H -7.219 -5.942 -2.346 0.4 -0.3 0.1
H -2.803 -4.688 -0.351 -1.4 -0.1 0.1
H -1.691 -3.568 -0.606 0.0 1.0 -0.8
H -3.339 -3.565 1.816 0.4 -0.3 0.8
H -1.525 -3.968 1.684 -0.4 -0.4 -0.2
H -2.122 -2.350 1.564 0.0 0.2 -0.4
C 3.005 -1.297 -2.739 1.4 -0.6 -0.5
C 3.870 -1.933 -1.650 0.5 0.4 0.9
O 3.688 -1.507 -0.287 -1.5 0.1 0.3
P 2.297 -1.373 0.521 0.8 -0.1 0.8
O 1.068 -1.998 0.007 0.5 0.3 -0.5
O 2.069 0.249 0.671 1.6 -0.9 1.0
C 3.004 1.146 1.456 0.9 -1.5 -0.2
C 2.555 2.550 1.518 -2.1 1.1 -0.4
O 2.810 -2.079 1.899 -0.7 2.4 -1.2
C 2.967 -3.487 2.073 -0.3 0.1 1.2
C 4.189 -3.635 3.018 -0.4 -0.4 -1.5
H 2.290 -2.000 -3.166 -0.2 0.3 0.3
H 2.621 -0.286 -2.604 -0.2 -0.3 0.6
H 3.808 -1.175 -3.466 -0.4 0.1 -0.8
H 3.890 -3.022 -1.690 -0.6 -0.1 0.0
H 4.922 -1.665 -1.745 -0.1 0.2 -0.6
H 3.165 0.667 2.422 -0.4 0.2 0.1
H 4.000 1.224 1.021 0.0 -0.9 -0.6
H 2.950 3.109 2.366 0.1 -0.3 0.0
H 2.730 3.126 0.609 0.7 -0.2 -0.1
H 1.466 2.600 1.547 -0.2 -0.1 0.6
H 2.047 -3.844 2.535 -0.1 0.0 0.3
H 2.985 -4.027 1.127 0.7 0.1 -0.1
H 5.050 -3.461 2.373 0.3 -0.1 0.3
H 4.204 -2.889 3.813 -0.4 -0.1 -0.1
H 4.235 -4.646 3.422 0.1 0.1 0.1
C 0.079 2.531 6.912 0.2 -0.4 -1.0
C 0.621 1.355 7.716 -1.0 2.2 2.2
O 1.609 0.797 6.930 1.5 -1.3 -2.0
P 1.979 -0.664 7.347 0.2 -2.0 0.6
O 1.932 -0.808 8.815 0.5 -0.3 -0.9
O 0.893 -1.649 6.676 -0.6 -0.2 -0.8
C 0.905 -2.044 5.262 2.3 1.0 -0.6
C 1.123 -0.841 4.353 -0.5 0.9 -0.6
O 3.365 -1.021 6.571 -2.6 2.3 -0.2
C 4.164 -2.048 7.062 0.3 -0.7 1.3
C 5.093 -1.549 8.145 0.7 -0.4 -0.3
H 0.921 3.048 6.451 0.3 0.6 0.8
H -0.331 2.190 5.961 -0.8 -0.5 0.2
H -0.635 3.217 7.369 0.3 -0.2 0.3
H 1.107 1.623 8.654 0.3 1.0 0.0
H -0.079 0.684 8.215 -0.6 -0.6 -1.3
H 1.742 -2.737 5.180 0.2 0.0 -0.1
H 0.090 -2.586 4.780 -0.9 0.1 1.6
H 0.401 -0.057 4.580 -0.1 0.0 0.4
H 2.093 -0.345 4.339 0.2 -0.4 0.5
H 0.892 -1.026 3.304 0.0 -0.6 0.0
H 3.559 -2.809 7.556 -0.3 -0.4 -0.6
H 4.698 -2.399 6.179 0.0 -0.5 0.3
H 5.322 -2.383 8.808 0.3 0.0 0.0
H 5.998 -1.240 7.622 0.2 0.5 0.6
H 4.648 -0.785 8.783 0.0 0.1 -0.4
C 1.351 2.623 -2.032 -0.9 -1.2 0.4
C 1.762 2.982 -3.456 -0.2 2.7 2.4
O 1.107 2.206 -4.417 -2.0 -0.4 -1.9
P -0.074 2.727 -5.426 2.7 3.9 1.1
O 0.044 2.166 -6.749 -0.7 -1.5 -0.5
O -1.478 2.418 -4.602 2.1 0.8 0.7
C -1.941 1.129 -4.475 0.4 -1.4 -0.9
C -3.294 1.301 -5.087 -1.7 -0.3 -1.3
O 0.015 4.376 -5.477 0.2 -3.9 2.4
C -0.457 5.008 -6.636 -2.4 1.8 -1.3
C -1.635 6.031 -6.301 1.0 -0.8 -0.9
H 1.350 3.446 -1.316 0.2 0.3 -0.4
H 0.341 2.213 -2.060 -0.2 0.4 0.0
H 1.913 1.812 -1.569 0.4 0.0 -0.2
H 1.465 4.019 -3.614 0.2 0.1 -0.1
H 2.850 3.005 -3.392 0.2 -0.8 -1.4
H -1.299 0.414 -4.989 0.1 0.0 0.0
H -2.176 0.739 -3.485 0.3 0.6 0.8
H -3.180 1.430 -6.163 0.1 0.2 0.0
H -3.875 0.391 -4.934 -0.2 0.1 0.5
H -3.728 2.208 -4.667 -0.5 -0.4 0.0
H 0.369 5.539 -7.110 0.0 0.0 0.2
H -0.808 4.260 -7.346 0.0 0.1 -0.1
H -1.978 6.466 -7.240 0.5 0.3 -0.2
H -2.581 5.596 -5.980 0.4 -0.4 0.7
H -1.267 6.815 -5.639 -0.2 -0.1 0.0
C -2.747 5.208 0.064 -1.1 -1.5 0.2
C -2.692 4.842 -1.399 -3.7 -1.6 -0.1
O -1.526 5.308 -1.853 2.7 2.5 -1.2
C -0.950 6.089 -0.871 3.7 0.4 0.4
O 0.061 6.770 -0.962 -2.9 -1.6 -0.5
O -1.503 5.765 0.311 0.7 1.0 0.0
H -2.850 4.238 0.550 -0.2 0.6 1.0
H -3.530 5.937 0.272 0.0 -0.3 0.3
H -3.611 5.188 -1.873 0.3 0.9 -0.6
H -2.803 3.783 -1.628 0.6 -0.5 0.5
```
Positions in Å, forces in eV/Å.

Values from the calculation:
E_LUMO (alpha / beta)	-2.21 / -9.57	eV
net charge	+1
Kohn-Sham gap (alpha / beta)	9.34 / 1.98	eV
<S²>	0.758
maximum force	4.85	eV/A
HOMO (alpha / beta)	-11.54 / -11.54	eV
spin multiplicity	2

=====

A 2-piece molecular cluster, C5H11NO overall, computed with ωB97M-V/def2-TZVPD.

The geometry in XYZ format:
```
18
Properties=species:S:1:pos:R:3:forces:R:3
N 1.198 2.859 -0.156 1.6 1.5 -0.8
C 0.242 1.909 0.039 -1.9 -1.1 -0.5
C 0.445 0.553 -0.210 0.2 -1.5 1.3
C -0.006 -0.463 0.726 -0.1 0.0 -1.2
C 0.366 -1.777 0.761 -0.1 -0.1 -0.1
C -0.433 -2.852 1.467 1.8 -0.3 0.1
H 1.079 3.819 0.146 -0.1 -0.3 0.0
H 2.166 2.532 -0.231 -0.4 0.2 0.4
H -0.726 2.137 0.477 0.4 0.6 0.5
H 1.099 0.136 -0.975 0.3 0.4 0.0
H -0.835 -0.200 1.391 0.1 0.2 0.1
H 1.193 -2.114 0.141 0.0 0.0 -0.1
H -0.053 -3.046 2.499 -1.1 0.8 0.1
H -0.131 -3.836 1.100 -0.4 -0.1 -0.8
H -1.491 -2.673 1.284 -0.2 -0.4 0.8
H -1.362 0.543 -3.492 0.0 0.5 0.8
H -1.026 1.337 -2.162 0.2 -0.3 0.2
O -1.724 1.137 -2.809 -0.2 -0.2 -0.8
```
Positions in Å, forces in eV/Å.

Values from the calculation:
E_LUMO (alpha / beta)	4.19 / 4.13	eV
net charge	-1
Kohn-Sham gap (alpha / beta)	3.57 / 6.01	eV
<S²>	0.767
maximum force	2.31	eV/A
HOMO (alpha / beta)	0.62 / -1.88	eV
spin multiplicity	2

=====

One molecule with the formula C3H6N2O, computed with ωB97M-V/def2-TZVPD.

The geometry in XYZ format:
```
12
Properties=species:S:1:pos:R:3:forces:R:3
H -2.771 0.571 -0.863 0.0 -0.2 0.1
N -2.178 -0.256 -0.936 0.2 -0.5 1.0
C -1.294 -0.227 -0.016 0.1 2.5 -1.6
N -0.878 0.916 0.672 -1.4 -0.2 0.2
O -0.319 -1.137 0.103 2.1 0.3 -0.5
C 0.893 -0.426 -0.414 0.1 -3.0 0.7
C 2.059 -0.511 0.228 -1.0 -0.2 -0.2
H -0.976 1.797 0.182 0.0 -0.1 0.9
H -0.420 0.741 1.560 0.0 0.8 -0.5
H 0.788 -0.243 -1.476 -0.2 0.2 0.0
H 2.988 -0.485 -0.327 -0.1 0.7 0.1
H 2.106 -0.739 1.287 0.0 -0.3 -0.1
```
Positions in Å, forces in eV/Å.

Values from the calculation:
E_LUMO	0.86	eV
Kohn-Sham gap	10.33	eV
maximum force	3.10	eV/A
HOMO	-9.47	eV
structure (SMILES)	[H]/N=C(\N)OC=C
spin multiplicity	1